[1]
Below is a cluster of 2 separate species, C2H5N3O3 in total, with properties calculated with ωB97M-V with the def2-TZVPD basis set.

Energy above the lowest of the compared OMol25 structures with the same formula, charge and spin, kcal per mole: 44.4
DFT total energy, hartree: -469.1300
Multiplicity: 1
HOMO level, Eh: -0.371
HOMO-LUMO gap, Ha: 0.3947
E_LUMO, eV: 0.66
SMILES: N#[N+][O-].COC(N)=O

Each line ends with the Löwdin charge.
Element x y z (Å)
N  -2.151  -0.570  0.130  0.243
N  -2.522  0.366  0.567  -0.261
O  -3.130  1.219  1.034  0.139
C  1.030  1.361  -0.684  -0.056
O  0.260  0.416  0.020  -0.065
C  0.952  -0.705  0.019  -0.683
N  0.216  -1.765  0.431  0.146
O  2.133  -0.766  -0.282  0.064
H  1.235  1.010  -1.666  0.091
H  1.910  1.584  -0.148  0.085
H  0.257  2.156  -0.726  0.110
H  0.668  -2.616  0.761  0.113
H  -0.859  -1.690  0.545  0.074



[2]
Below is a structure of composition C31H33FIN5O5Tl, with properties calculated with ωB97M-V with the def2-TZVPD basis set.

Net charge: -1
Energy above the lowest of the compared OMol25 structures with the same formula, charge and spin, kcal per mole: 7.1
DFT total energy, hartree: -2421.1342
Multiplicity: 1
HOMO level, Eh: -0.089
HOMO-LUMO gap, Ha: 0.1522
E_LUMO, eV: 1.71

Each line ends with the Löwdin charge.
Element x y z (Å)
Tl  4.298  0.740  1.620  0.932
N  2.796  1.295  4.443  0.009
C  1.443  0.848  4.167  -0.199
C  1.038  0.446  2.733  -0.655
O  -0.149  0.099  2.590  -0.021
O  1.902  0.493  1.808  -0.227
H  3.465  0.539  4.324  0.026
H  3.060  2.063  3.836  0.021
H  0.733  1.624  4.468  0.103
H  1.224  -0.012  4.804  0.116
F  0.655  -1.549  -3.421  0.069
C  0.578  -1.722  -2.083  -0.210
C  1.701  -1.844  -1.318  0.087
C  1.582  -2.124  0.045  -0.034
C  2.801  -2.051  0.885  -0.350
O  3.867  -1.716  0.366  -0.053
C  2.596  -2.356  2.281  -0.041
C  1.350  -2.665  2.709  0.025
N  0.228  -2.711  1.934  0.009
C  -1.054  -2.740  2.588  -0.277
C  -1.295  -3.830  3.581  -0.086
C  -1.996  -3.859  2.251  -0.106
C  0.321  -2.335  0.612  -0.118
C  -0.823  -2.117  -0.165  0.085
C  -0.679  -1.790  -1.492  -0.129
N  -1.889  -1.526  -2.273  -0.025
C  -1.907  -0.210  -3.015  -0.060
C  -3.362  0.087  -3.395  -0.165
N  -4.133  -1.159  -3.328  -0.073
C  -3.444  -2.215  -4.053  -0.190
C  -2.250  -2.652  -3.192  -0.069
C  3.609  -2.101  3.401  -0.645
O  3.489  -2.770  4.429  -0.001
O  4.433  -1.160  3.183  -0.214
H  2.688  -1.697  -1.740  0.141
H  1.201  -2.865  3.761  0.144
H  -1.439  -1.748  2.797  0.138
H  -1.863  -3.574  4.463  0.103
H  -0.498  -4.544  3.737  0.107
H  -3.054  -3.636  2.214  0.097
H  -1.649  -4.588  1.530  0.104
H  -1.807  -2.138  0.284  0.126
H  -1.249  -0.323  -3.869  0.134
H  -1.501  0.543  -2.344  0.083
H  -3.372  0.530  -4.398  0.122
H  -3.776  0.814  -2.699  0.114
H  -5.077  -1.024  -3.659  0.113
H  -2.655  -1.451  -1.601  0.174
H  -3.094  -1.887  -5.041  0.120
H  -4.111  -3.062  -4.201  0.119
H  -1.365  -2.876  -3.782  0.130
H  -2.484  -3.506  -2.558  0.136
C  1.997  1.453  -2.331  -0.058
C  0.721  1.876  -2.027  -0.390
C  -0.101  2.686  -2.895  -0.114
C  -1.363  3.110  -2.531  -0.176
C  -1.940  2.765  -1.301  -0.195
C  -1.164  1.972  -0.429  -0.158
C  0.093  1.533  -0.768  -0.089
H  2.491  1.739  -3.252  0.016
H  2.557  0.903  -1.582  0.021
H  0.304  2.990  -3.857  0.088
H  -1.920  3.738  -3.223  0.085
H  -2.914  3.139  -1.009  0.069
H  -1.548  1.700  0.551  0.089
H  0.656  0.952  -0.045  0.085
I  -1.463  4.735  2.437  0.832
C  0.287  4.459  1.335  -0.714
C  0.369  4.900  0.026  -0.151
C  1.535  4.641  -0.663  -0.064
C  2.560  3.963  -0.015  -0.149
N  2.486  3.543  1.244  0.062
C  1.351  3.783  1.903  -0.217
H  -0.469  5.388  -0.452  0.097
H  1.639  4.912  -1.704  0.108
H  3.472  3.721  -0.549  0.101
H  1.284  3.412  2.919  0.082



[3]
Below is a structure of composition C24H31BrIN6O6Se2Ti, with properties calculated with ωB97M-V with the def2-TZVPD basis set.

Net charge: -1
Energy above the lowest of the compared OMol25 structures with the same formula, charge and spin, kcal per mole: 113.2
DFT total energy, hartree: -10237.3075
Multiplicity: 1
HOMO level (spin up / spin down), Eh: -0.155 / -0.155
HOMO-LUMO gap (spin up / spin down), Ha: 0.1949 / 0.1948
E_LUMO (spin up / spin down), eV: 1.07 / 1.07

Each line ends with the Löwdin charge.
Element x y z (Å)
Ti  0.135  -0.030  -0.152  1.004
Br  2.450  -4.045  1.308  0.254
C  2.816  -1.248  0.250  -0.444
C  4.163  -1.207  0.613  -0.101
C  4.801  0.010  0.829  -0.047
C  4.075  1.181  0.667  0.010
C  2.734  1.087  0.330  -0.161
N  2.123  -0.102  0.145  -0.109
C  1.803  2.233  0.105  -0.538
O  2.125  3.404  0.249  0.099
O  0.632  1.819  -0.239  -0.131
H  4.697  -2.138  0.738  0.070
H  5.847  0.043  1.108  0.104
H  4.521  2.154  0.803  0.119
O  -2.224  -6.374  0.809  -0.060
C  -2.072  -5.905  -0.514  -0.236
C  -1.562  -4.447  -0.502  -0.563
C  -1.414  -3.981  -1.962  -0.236
O  -0.588  -2.864  -2.071  -0.239
C  -2.610  -3.629  0.253  -0.485
Se  -2.193  -1.730  0.720  0.758
C  -0.207  -4.428  0.188  -0.398
Se  1.101  -2.783  -0.186  0.704
H  -2.213  -7.334  0.806  0.087
H  -3.040  -5.945  -1.042  0.128
H  -1.353  -6.530  -1.060  0.122
H  -2.410  -3.782  -2.380  0.134
H  -0.943  -4.781  -2.551  0.126
H  -1.163  -2.010  -1.983  0.017
H  -2.795  -4.113  1.218  0.050
H  -3.541  -3.618  -0.322  0.060
H  0.374  -5.311  -0.109  0.049
H  -0.360  -4.479  1.274  0.051
C  0.099  0.238  6.221  -0.042
C  0.096  0.129  4.730  -0.248
C  0.324  -1.082  4.078  0.005
C  0.321  -1.122  2.703  -0.165
N  0.129  -0.051  1.909  -0.090
C  -0.074  1.123  2.541  -0.084
C  -0.105  1.244  3.913  -0.002
H  -0.077  -0.733  6.678  0.078
H  -0.662  0.941  6.556  0.081
H  1.069  0.598  6.568  0.089
H  0.503  -1.993  4.631  0.122
H  0.465  -2.077  2.209  0.021
H  -0.236  1.997  1.918  0.121
H  -0.277  2.217  4.353  0.117
N  -3.378  2.170  -0.806  0.222
C  -2.153  1.616  -0.849  -0.471
O  -1.689  1.067  0.150  -0.140
C  -1.433  1.671  -2.161  -0.003
I  -1.255  3.258  -5.737  -0.490
H  -3.948  2.031  0.015  0.123
H  -3.795  2.570  -1.627  0.117
H  -2.055  2.097  -2.946  0.055
H  -0.514  2.256  -2.070  0.127
C  -2.685  -0.089  -4.418  -0.058
N  -1.317  0.013  -3.982  -0.068
C  -0.326  0.108  -4.865  -0.164
C  0.978  0.076  -4.483  -0.026
C  1.258  -0.159  -3.107  -0.350
N  0.327  -0.114  -2.183  0.039
C  -1.070  0.163  -2.524  -0.600
O  -1.831  -0.680  -1.838  -0.251
N  2.533  -0.496  -2.768  0.177
H  -2.794  -0.902  -5.140  0.093
H  -3.014  0.841  -4.895  0.029
H  -3.295  -0.305  -3.543  0.092
H  -0.618  0.150  -5.903  0.095
H  1.778  0.113  -5.200  0.099
H  3.142  -0.784  -3.515  0.106
H  2.672  -0.968  -1.883  0.048



[4]
Below is the molecule C7H9IN2, with properties calculated with ωB97M-V with the def2-TZVPD basis set.

Energy above the lowest of the compared OMol25 structures with the same formula, charge and spin, kcal per mole: 86.6
DFT total energy, hartree: -679.1549
Multiplicity: 1
HOMO level, Eh: -0.297
HOMO-LUMO gap, Ha: 0.2980
E_LUMO, eV: 0.03
SMILES: [H]/N=C1\C(=C)[C@@]1(C)N/C=C/I

Each line ends with the Löwdin charge.
Element x y z (Å)
H  -2.218  2.251  1.837  0.078
N  -2.042  1.267  1.573  0.171
C  -1.167  0.972  0.760  -0.292
C  -0.120  1.156  -0.237  -0.089
C  0.662  1.618  -1.219  0.092
C  -0.503  -0.259  0.276  -0.363
C  -1.090  -1.298  -0.622  0.016
N  0.416  -0.698  1.356  0.067
C  1.762  -0.535  1.111  -0.317
C  2.388  -0.415  -0.063  -0.704
I  4.406  0.113  -0.065  0.772
H  1.089  1.022  -2.002  0.066
H  0.858  2.618  -1.234  0.034
H  -0.456  -1.743  -1.338  0.079
H  -1.888  -0.911  -1.080  0.054
H  -1.382  -2.060  -0.081  0.035
H  -0.005  -0.297  2.170  0.117
H  2.460  -0.515  2.037  0.118
H  1.898  -0.728  -1.046  0.064



> Which value of multiplicity does entry 3 give?

1



> What is the DFT total energy in the third record?

-10237.3075 hartree



> The highest DFT total energy belongs to which entry?

C2H5N3O3